DFT (the ωB97M-V functional and the def2-TZVPD basis) results for a 2-piece molecular cluster, C6H11P overall.

Output
Relative energy (zero: lowest compared OMol25 entry of this formula, charge and spin) in eV: 2.7686
SMILES string: C=CCCC.C#P

Last column: natural (NBO) charge in e.
Positions of all 18 atoms, in Å:
C  0.31  -2.85  -0.52  -0.399
C  -0.23  -1.58  -0.70  -0.163
C  0.58  -0.38  -0.41  -0.453
C  -0.17  0.46  0.57  -0.414
C  0.33  1.83  0.45  -0.602
H  1.34  -2.91  -0.26  0.184
H  -0.34  -3.67  -0.59  0.196
H  -1.22  -1.64  -1.09  0.196
H  0.82  0.36  -1.24  0.212
H  1.58  -0.85  -0.10  0.213
H  -0.04  0.11  1.61  0.221
H  -1.26  0.60  0.18  0.197
H  1.49  1.87  0.64  0.191
H  0.21  2.31  -0.50  0.204
H  0.05  2.55  1.28  0.214
C  -4.40  0.02  1.30  -0.725
P  -3.58  0.07  -0.04  0.511
H  -5.16  0.03  2.04  0.218

=====

DFT (the ωB97M-V functional and the def2-TZVPD basis) results for C3H4N3 as an isolated structure.

Output
2S+1: 3
Relative energy (zero: lowest compared OMol25 entry of this formula, charge and spin) in eV: 4.9407
Net charge: +1

Last column: natural (NBO) charge in e.
Positions of all 10 atoms, in Å:
C  -1.17  -0.98  -0.01  0.511
C  -0.32  0.05  -0.08  0.063
C  1.18  0.28  0.01  -0.644
N  -2.67  -0.56  -0.02  -0.370
N  -1.24  0.98  0.07  -0.121
N  -2.50  0.70  0.04  0.144
H  -4.00  -0.96  -0.17  0.587
H  1.50  0.20  0.98  0.267
H  1.45  1.24  -0.67  0.296
H  1.67  -0.65  -0.48  0.266

=====

Number 1: total energy -576.41587 Eh. Number 2: total energy -280.37128 Eh.